# 1
The following is a quantum chemistry calculation of 2 unconnected molecules or ions with the total composition C9H14O in a non-equilibrium geometry, from the OMol25 dataset.

Each line ends with the Löwdin charge.
CARTESIAN COORDINATES (ANGSTROEM)
C (0.8825, -2.0948, 2.4187)  -0.166
C (0.1308, -3.0817, 3.3572)  -0.188
H (0.6665, -1.0997, 2.8037)  0.059
H (1.8539, -2.5109, 2.2379)  0.049
H (0.3415, -1.9813, 1.4421)  0.065
H (0.4016, -2.8300, 4.3809)  0.050
H (0.3538, -4.1255, 3.1193)  0.049
H (-0.9503, -3.0328, 3.1941)  0.051
C (1.7449, 0.9698, -2.8536)  -0.097
C (0.3664, 0.4801, -0.8002)  -0.143
C (0.4374, 1.0841, -2.0389)  -0.393
C (-0.7642, 0.6891, 0.0470)  -0.116
C (-0.5648, 1.8619, -2.5455)  -0.165
C (-1.7116, 1.6266, -0.4102)  -0.399
C (-1.6189, 2.2373, -1.6582)  -0.103
O (-2.6552, 2.0409, 0.5039)  -0.028
H (1.3753, 0.2066, -0.5218)  0.064
H (-0.8215, 0.1606, 0.9652)  0.033
H (2.5446, 0.4877, -2.2836)  0.045
H (2.0907, 1.9939, -3.0785)  0.062
H (-0.3458, 2.3323, -3.5100)  0.073
H (-2.4027, 2.8003, -2.1580)  0.077
H (-2.9726, 1.4204, 1.1544)  0.063
H (1.6178, 0.3650, -3.7661)  0.058

Cartesian forces (eV/Å) of the 6 atoms listed first:
-2.850 -0.586 -0.721
-0.093 0.160 -0.948
1.314 0.203 0.280
0.839 0.840 0.076
0.602 -0.648 0.507
-0.226 -0.378 0.162

Output
* expectation value of S²: 0.761
* lowest unoccupied orbital energy (spin up / spin down): 0.1264 / 0.1231 hartree
* frontier orbital gap (spin up / spin down): 2.684 / 6.830 eV
* multiplicity: 2
* net charge: -1
* E_HOMO (spin up / spin down): 0.75 / -3.48 eV
* ΔE to the lowest compared entry with this formula, charge and spin: 96.20 kJ/mol

***

# 2
The following is a quantum chemistry calculation of a molecular structure, C2H8NO2 in a non-equilibrium geometry, from the OMol25 dataset.

Each line ends with the Löwdin charge.
CARTESIAN COORDINATES (ANGSTROEM)
C (-0.2040, -0.3374, -0.0614)  -0.360
O (-0.9148, 0.1110, 1.0195)  -0.165
C (1.2646, 0.1655, 0.0245)  -0.326
N (2.2162, -1.0032, -0.4165)  -0.019
H (-0.6688, 0.0198, -0.9784)  0.105
H (-0.1456, -1.4305, -0.0066)  0.105
H (1.3159, 1.1887, -0.3491)  0.103
H (1.6514, -0.4256, -1.1526)  0.052
H (3.0913, -0.4631, -0.3150)  0.030
H (1.2980, 0.3821, 1.1040)  0.100
H (-3.6660, 1.0056, -0.1904)  -0.136
H (-1.9227, 0.3815, 0.8507)  -0.017
O (-3.3155, 0.4055, 0.4715)  -0.472

Cartesian forces (eV/Å) of the 6 atoms listed first:
-0.027 0.127 0.302
0.310 0.802 1.243
-2.343 0.021 4.979
-1.377 3.774 -0.885
-0.186 -0.300 -0.544
0.044 -0.168 -0.585

Output
* lowest unoccupied orbital energy: 0.1429 hartree
* frontier orbital gap: 7.364 eV
* multiplicity: 1
* net charge: -1
* E_HOMO: -3.48 eV
* ΔE to the lowest compared entry with this formula, charge and spin: 279.16 kJ/mol

***

# 3
The following is a quantum chemistry calculation of 2 unconnected molecules or ions with the total composition CH3O3PS in a non-equilibrium geometry, from the OMol25 dataset.

Each line ends with the Löwdin charge.
CARTESIAN COORDINATES (ANGSTROEM)
C (-1.3050, -0.4457, -1.2089)  0.055
O (1.3200, -1.5829, 0.0872)  -0.480
O (1.2515, 0.4146, 1.6085)  -0.759
O (0.2852, 2.7841, 1.0590)  -0.499
P (1.4223, -1.2665, 1.5132)  0.878
S (0.8424, 1.5347, 0.4897)  0.894
H (-0.3404, -0.9641, -0.8999)  -0.042
H (-1.8176, -0.0519, -0.3888)  -0.050
H (-1.6584, -0.4221, -2.2601)  0.002

Cartesian forces (eV/Å) of the 6 atoms listed first:
2.198 -1.404 -0.926
0.291 -0.624 0.349
-0.035 -0.986 1.333
0.596 -1.565 0.173
-0.165 1.773 -0.650
-0.393 1.314 -1.050

Output
* lowest unoccupied orbital energy (spin up / spin down): -0.0567 / -0.0399 hartree
* frontier orbital gap (spin up / spin down): 7.191 / 7.858 eV
* multiplicity: 1
* net charge: 0
* E_HOMO (spin up / spin down): -8.73 / -8.94 eV
* ΔE to the lowest compared entry with this formula, charge and spin: 334.89 kJ/mol